No. 1
100
Properties=species:S:1:pos:R:3 method="wB97M-V/def2-TZVPD" total_charge=0 smiles="CCc1c(Cl)c(P(C)O)c(Br)c2c1C(=O)c1c(c(COc3ccccc3)c(F)c(O)c1[C@@H](I)CC)C2=O.c1cc[nH]c1.c1cc[nH]c1.c1cc[nH]c1.c1cc[nH]c1" homo_lumo_gap_ev=6.92 lumo_energy_ev=-1.155 homo_ev=-8.079 e_above_lowest_ev=0.000
C 1.64050 3.27055 2.09306
C 2.02555 2.03143 1.27246
C 1.30359 1.96641 -0.04999
C 1.85735 2.51821 -1.20056
Cl 3.36524 3.37389 -1.00854
C 1.27038 2.50076 -2.46770
P 2.22928 3.33387 -3.83995
C 3.78577 2.32997 -3.80646
O 1.62944 2.79232 -5.26358
C -0.01729 1.94282 -2.53857
Br -1.01053 1.97336 -4.15265
C -0.60234 1.35735 -1.42676
C 0.05679 1.35419 -0.19209
C -0.62992 0.65744 0.95077
O -0.61495 1.11460 2.07595
C -1.33276 -0.60823 0.57996
C -1.97820 -0.59597 -0.65700
C -2.64187 -1.71085 -1.15077
C -3.29996 -1.73574 -2.50571
O -2.32028 -1.40680 -3.48315
C -2.37659 -2.10038 -4.66854
C -2.40062 -1.36402 -5.84169
C -2.39826 -2.01171 -7.07103
C -2.36538 -3.40081 -7.12976
C -2.35167 -4.12687 -5.94785
C -2.35121 -3.49217 -4.71439
C -2.61947 -2.84042 -0.34823
F -3.19702 -3.97061 -0.78073
C -1.97297 -2.88345 0.88364
O -1.98663 -4.07132 1.57220
C -1.32972 -1.75643 1.39060
C -0.60955 -1.82320 2.70823
I -1.94779 -2.37486 4.31429
C 0.61308 -2.77670 2.71191
C 1.33653 -2.82513 1.36240
C -1.94246 0.68382 -1.44105
O -2.92680 1.13134 -1.97664
H 2.21865 4.13454 1.76458
H 1.88577 3.10129 3.14219
H 0.57725 3.47397 2.01035
H 1.77670 1.12737 1.82964
H 3.10080 2.00516 1.11008
H 3.96865 1.96894 -4.82053
H 4.62620 2.93796 -3.48968
H 3.68599 1.45052 -3.17025
H 2.05490 1.99079 -5.58560
H -3.71892 -2.72549 -2.67342
H -4.11364 -1.00833 -2.53416
H -2.40785 -0.28291 -5.78040
H -2.40132 -1.40921 -7.97124
H -2.34480 -3.89318 -8.09193
H -2.30876 -5.20799 -5.99201
H -2.32100 -4.05852 -3.79135
H -1.25772 -4.62029 1.25900
H -0.26831 -0.84201 3.00566
H 0.30676 -3.76868 3.03437
H 1.31476 -2.35956 3.43546
H 0.81595 -3.44938 0.63476
H 2.33051 -3.24819 1.50893
H 1.46020 -1.82839 0.93511
N 4.36731 7.46065 0.39383
C 4.74028 8.34346 1.36982
C 4.70957 7.68135 2.56767
C 4.30230 6.34544 2.30222
C 4.09933 6.24016 0.95130
H 4.29584 7.67611 -0.58301
H 4.99366 9.36185 1.13084
H 4.95041 8.10581 3.52763
H 4.17302 5.55474 3.02268
H 3.78816 5.40711 0.34289
N -0.63301 3.04989 4.80187
C -0.97276 4.16101 5.52187
C -0.38150 4.05673 6.75412
C 0.34445 2.83385 6.77619
C 0.17225 2.24371 5.55179
H -0.91774 2.84527 3.86006
H -1.60326 4.92540 5.10183
H -0.46260 4.77491 7.55270
H 0.92192 2.43664 7.59376
H 0.54360 1.32025 5.13982
N 1.89602 -4.05656 -8.90245
C 2.73199 -4.97431 -8.32795
C 2.28731 -5.20341 -7.05349
C 1.13563 -4.39344 -6.85327
C 0.91859 -3.69860 -8.01300
H 1.98617 -3.69905 -9.83488
H 3.56598 -5.38389 -8.87128
H 2.73599 -5.87731 -6.34307
H 0.53536 -4.32713 -5.96179
H 0.16109 -2.98351 -8.27910
N -4.10206 -3.13384 7.54991
C -4.79767 -3.99112 8.35794
C -4.71597 -3.51571 9.63907
C -3.94109 -2.32368 9.60028
C -3.57809 -2.11464 8.29704
H -3.99268 -3.23765 6.55859
H -5.28831 -4.86011 7.95483
H -5.16175 -3.97003 10.50789
H -3.68163 -1.69282 10.43362
H -2.99613 -1.33260 7.83961



No. 2
44
Properties=species:S:1:pos:R:3 method="wB97M-V/def2-TZVPD" total_charge=+1 homo_lumo_gap_ev="8.08 / 5.31" lumo_energy_ev="-2.788 / -5.544" spin_multiplicity=6 homo_ev="-10.869 / -10.856" e_above_lowest_ev=1.377
Co -1.55092 -0.35942 -0.03078
N 0.04715 -1.67456 0.19213
C 0.51131 -1.81830 1.60287
C -0.57728 -2.41870 2.48031
C -1.79936 -1.54675 2.60149
O -2.29624 -1.23916 3.64126
O -2.33402 -1.13827 1.41933
H -0.32090 -2.56883 -0.13196
H 0.82776 -1.45674 -0.41918
H 0.81312 -0.83645 1.96722
H 1.38859 -2.46240 1.62760
H -0.19664 -2.59059 3.48139
H -0.89595 -3.38031 2.06329
N -3.72502 0.16143 -0.34539
N -4.06920 0.51854 -1.64211
C -3.19847 0.33877 -2.63848
N -3.53286 0.79397 -3.83511
S -1.71171 -0.47475 -2.42138
H -4.28588 -0.61801 -0.01872
H -3.83386 0.94810 0.28854
H -4.95378 0.97402 -1.80477
H -4.38502 1.30330 -4.00797
H -2.89813 0.65597 -4.60323
O -1.03149 3.06993 1.36213
C -0.32436 2.26807 0.82999
O -0.88460 1.24348 0.10930
C 1.15385 2.26538 0.86526
C 1.77931 3.16744 1.70686
C 3.17307 3.22284 1.79905
C 3.88213 2.34695 1.02038
O 5.23034 2.21534 0.92962
C 5.48264 1.17186 -0.02310
O 4.20282 0.70021 -0.48020
C 3.26395 1.44433 0.17853
C 1.90658 1.37675 0.06761
H 1.16189 3.83293 2.29600
H 3.67309 3.92722 2.45057
H 6.02128 0.36121 0.45857
H 6.04635 1.57194 -0.86019
H 1.43012 0.70361 -0.63258
Cl 0.98081 -3.04609 -2.78073
Ge -1.08629 -3.55403 -3.17681
Cl -1.92646 -4.06660 -1.23071
Cl -1.15770 -5.33363 -4.35590



No. 3
9
Properties=species:S:1:pos:R:3 method="wB97M-V/def2-TZVPD" total_charge=0 homo_lumo_gap_ev=8.62 lumo_energy_ev=1.072 homo_ev=-7.544 e_above_lowest_ev=2.897
C -1.96701 -1.21701 -0.34979
C -0.18828 0.52354 -0.11682
C 1.27209 0.31189 0.30278
N -1.12998 -0.33306 -0.29914
H -2.39041 -1.78077 -1.13370
H -0.55992 1.47332 0.11372
H 1.36217 0.99087 1.21772
H 2.02332 0.72351 -0.41504
H 1.57801 -0.69229 0.68027